[1]
This record from the OMol25 dataset describes a cluster of 8 separate species, C100H222O4P6 in total at a distorted geometry. The level of theory is ωB97M-V with the def2-TZVPD basis set.

Atoms and positions in Å:
C (7.5821, 0.7523, 1.4117)
C (8.0037, 1.4696, 0.1407)
C (7.0022, 1.3506, -0.9893)
C (7.3927, 1.9722, -2.2663)
P (6.2409, 1.6904, -3.6229)
C (6.6359, 2.8406, -4.9042)
C (8.1124, 3.0825, -5.1675)
C (8.3565, 3.9914, -6.3876)
C (7.5422, 5.2668, -6.4646)
C (4.4611, 1.8502, -3.3516)
C (3.6512, 1.0673, -2.2802)
C (3.1097, 1.8944, -1.1155)
C (1.9382, 2.7526, -1.6015)
C (6.6065, -0.0014, -4.2397)
C (5.4931, -0.6153, -5.0718)
C (5.8042, -2.0577, -5.5174)
C (4.6443, -2.6541, -6.3902)
H (7.8573, -0.3082, 1.2667)
H (6.4576, 0.6992, 1.5289)
H (7.9809, 1.2487, 2.3284)
H (9.0283, 1.1050, -0.1895)
H (8.1503, 2.5306, 0.4079)
H (6.0872, 1.8586, -0.6393)
H (6.7504, 0.3071, -1.1985)
H (8.3107, 1.5112, -2.7043)
H (7.5096, 3.0314, -2.1778)
H (6.1812, 3.8040, -4.7849)
H (6.1081, 2.4957, -5.8118)
H (8.7206, 2.1634, -5.3185)
H (8.6258, 3.5153, -4.3257)
H (8.2490, 3.4512, -7.3139)
H (9.4217, 4.2415, -6.2947)
H (7.8201, 6.1228, -5.8666)
H (6.5038, 5.2002, -6.2254)
H (7.4605, 5.6759, -7.4539)
H (4.0460, 1.6348, -4.3289)
H (4.2774, 2.9225, -3.1179)
H (4.3119, 0.2593, -1.9639)
H (2.7979, 0.5590, -2.7620)
H (3.8749, 2.5792, -0.7051)
H (2.7178, 1.2562, -0.2699)
H (1.5939, 3.2407, -0.6852)
H (1.0617, 2.1186, -1.9136)
H (2.1986, 3.4860, -2.3519)
H (6.8812, -0.6094, -3.3698)
H (7.5616, 0.0849, -4.7695)
H (5.2997, 0.0808, -5.8911)
H (4.5893, -0.6675, -4.4592)
H (5.9253, -2.6770, -4.6401)
H (6.7299, -2.0891, -6.0835)
H (3.6797, -2.6064, -5.8412)
H (4.9158, -3.6540, -6.7149)
H (4.5349, -2.0015, -7.2456)
C (3.3242, 6.5392, 8.7880)
C (3.2638, 6.1896, 7.3187)
C (3.3270, 4.6531, 7.1868)
C (3.6729, 4.1792, 5.7073)
P (3.2735, 2.4234, 5.4266)
C (4.2300, 1.8405, 4.0176)
C (4.1326, 2.6583, 2.6842)
C (5.0618, 3.8945, 2.5293)
C (5.2456, 4.4428, 1.1091)
C (3.7421, 1.2864, 6.7601)
C (3.3121, -0.1606, 6.5794)
C (3.8337, -1.0786, 7.7035)
C (3.0397, -2.4051, 7.8642)
C (1.4580, 2.4206, 5.0334)
C (0.5339, 3.3703, 5.8783)
C (-0.8833, 3.4353, 5.2660)
C (-1.7954, 4.4086, 6.0289)
H (3.2816, 7.5855, 9.0226)
H (4.2755, 6.2838, 9.2351)
H (2.5138, 6.0938, 9.3190)
H (4.1329, 6.6881, 6.8495)
H (2.2881, 6.5464, 6.8600)
H (2.3793, 4.2094, 7.5206)
H (4.1424, 4.2981, 7.7980)
H (4.7410, 4.3027, 5.5166)
H (3.0390, 4.8309, 5.0973)
H (3.9140, 0.8109, 3.8022)
H (5.2717, 1.8900, 4.3858)
H (3.1347, 2.9433, 2.4329)
H (4.4260, 1.9772, 1.8554)
H (6.0187, 3.6309, 3.0127)
H (4.6466, 4.7122, 3.1242)
H (4.3128, 4.7725, 0.5978)
H (5.7190, 3.7246, 0.4341)
H (5.8502, 5.3502, 1.1456)
H (3.3407, 1.8112, 7.6128)
H (4.8305, 1.1963, 6.7698)
H (3.6106, -0.4741, 5.5751)
H (2.2346, -0.1271, 6.5512)
H (3.6895, -0.6461, 8.7055)
H (4.8861, -1.2132, 7.5986)
H (1.9417, -2.2954, 7.9820)
H (3.3338, -2.8586, 8.7491)
H (3.1779, -2.9866, 6.9490)
H (1.1017, 1.4193, 5.0127)
H (1.5244, 2.6569, 3.9235)
H (0.9798, 4.3439, 5.8956)
H (0.3996, 3.0509, 6.8882)
H (-1.3226, 2.4187, 5.2852)
H (-0.7175, 3.5968, 4.1997)
H (-1.5612, 5.4859, 6.0571)
H (-1.7660, 4.0419, 7.0930)
H (-2.8473, 4.3517, 5.6608)
C (-5.3629, 3.7803, -6.7804)
C (-3.9959, 3.0678, -6.6448)
C (-4.1360, 1.6515, -6.0352)
C (-4.6035, 1.6610, -4.5274)
P (-4.6266, 0.0153, -3.7488)
C (-5.2144, 0.1438, -2.0457)
C (-6.2630, 1.3280, -1.7535)
C (-6.8038, 1.0380, -0.3168)
C (-7.6709, 2.1581, 0.2487)
C (-5.7134, -1.0448, -4.6859)
C (-5.6992, -2.5594, -4.3770)
C (-6.9047, -3.3088, -4.9809)
C (-8.2787, -3.0388, -4.3512)
C (-2.8798, -0.7545, -3.8191)
C (-1.7361, -0.1723, -2.9667)
C (-0.3969, -0.1962, -3.6729)
C (-0.3856, 0.6240, -4.9479)
H (-5.2021, 4.7920, -7.1199)
H (-5.8044, 3.9019, -5.7825)
H (-6.0266, 3.2457, -7.4135)
H (-3.3102, 3.7046, -6.0301)
H (-3.4784, 2.8787, -7.6086)
H (-3.2143, 1.0848, -6.1201)
H (-4.8135, 1.1176, -6.6898)
H (-5.5528, 2.1721, -4.3486)
H (-3.8203, 2.2198, -4.0010)
H (-4.3706, 0.3494, -1.3842)
H (-5.6714, -0.8022, -1.7551)
H (-7.0619, 1.4342, -2.4222)
H (-5.6915, 2.2718, -1.7116)
H (-6.0222, 0.7945, 0.3754)
H (-7.3864, 0.1256, -0.2390)
H (-7.9315, 2.0598, 1.3092)
H (-8.6548, 2.2835, -0.2687)
H (-7.1755, 3.1555, 0.1890)
H (-5.5218, -0.8615, -5.7116)
H (-6.7003, -0.5127, -4.6046)
H (-5.6145, -2.7159, -3.2681)
H (-4.8008, -2.9593, -4.8821)
H (-6.7299, -4.3808, -4.8673)
H (-6.9287, -3.1164, -6.0659)
H (-9.0805, -3.4893, -4.9390)
H (-8.4233, -1.9811, -4.2818)
H (-8.2011, -3.4224, -3.2846)
H (-2.6252, -0.8352, -4.8991)
H (-3.0592, -1.8000, -3.5039)
H (-1.7730, -0.6424, -1.9849)
H (-2.0438, 0.8769, -2.7123)
H (-0.1459, -1.2402, -3.8095)
H (0.3382, 0.2659, -3.0156)
H (-0.7964, 1.6431, -4.8165)
H (-0.9341, 0.2649, -5.8039)
H (0.6440, 0.6268, -5.2780)
C (-4.0844, -7.2815, -2.3247)
C (-3.5615, -7.4412, -3.7080)
C (-2.1111, -6.9241, -3.7466)
C (-1.3140, -7.0198, -5.0976)
P (0.4319, -6.8026, -4.8695)
C (0.9121, -5.2399, -4.1591)
C (2.2198, -5.1394, -3.3237)
C (2.3362, -3.7666, -2.5871)
C (1.2814, -3.4257, -1.5900)
C (1.0379, -6.7813, -6.5834)
C (2.4834, -6.3572, -6.7641)
C (2.6950, -6.2222, -8.2265)
C (4.1557, -6.0437, -8.6567)
C (1.0229, -8.2142, -3.8763)
C (0.5201, -9.6232, -4.1604)
C (1.2766, -10.6316, -3.3546)
C (0.6988, -12.0673, -3.4954)
H (-4.9900, -7.8480, -2.0905)
H (-4.3351, -6.2489, -2.1779)
H (-3.3309, -7.5655, -1.5862)
H (-4.2205, -6.9600, -4.4398)
H (-3.3768, -8.4790, -4.0897)
H (-1.5496, -7.3463, -2.8776)
H (-2.0831, -5.8558, -3.5539)
H (-1.6799, -6.3026, -5.8186)
H (-1.4933, -8.0217, -5.4794)
H (0.0711, -4.9975, -3.5371)
H (0.8358, -4.4930, -5.0008)
H (3.1465, -5.4713, -3.8779)
H (2.1358, -5.9307, -2.5676)
H (2.2868, -2.8968, -3.3091)
H (3.2844, -3.7289, -2.1108)
H (0.2446, -3.4238, -1.9690)
H (1.3258, -2.4365, -1.1155)
H (1.3958, -4.1282, -0.7533)
H (0.3547, -6.1240, -7.1013)
H (0.9607, -7.7939, -7.0876)
H (3.1109, -7.0961, -6.2683)
H (2.6914, -5.4505, -6.2859)
H (2.1633, -5.3600, -8.6337)
H (2.2563, -7.0610, -8.7093)
H (4.5197, -5.0673, -8.2892)
H (4.1805, -5.7947, -9.7165)
H (4.9249, -6.7922, -8.4315)
H (0.8105, -8.0279, -2.8078)
H (2.1251, -8.2361, -3.8713)
H (0.5279, -9.9153, -5.1879)
H (-0.5128, -9.7308, -3.8675)
H (1.2662, -10.1974, -2.3289)
H (2.3470, -10.6287, -3.6498)
H (1.1044, -12.6011, -4.3461)
H (-0.3831, -12.0351, -3.5925)
H (1.0002, -12.6224, -2.6257)
C (-7.6159, 6.0488, 5.5083)
C (-6.1532, 6.3763, 5.0990)
C (-5.7104, 5.7367, 3.7503)
C (-4.4665, 6.3831, 3.1944)
P (-4.0059, 5.6404, 1.5621)
C (-4.9632, 6.4808, 0.1989)
C (-6.5087, 6.3355, 0.1838)
C (-7.1206, 7.3256, -0.8829)
C (-6.9042, 6.8852, -2.2997)
C (-4.3527, 3.8990, 1.5236)
C (-3.5458, 3.0175, 2.5978)
C (-4.2022, 1.5960, 2.6795)
C (-3.5963, 0.7282, 3.7364)
C (-2.2044, 5.9512, 1.4413)
C (-1.4802, 5.8983, 2.7533)
C (0.0062, 5.7791, 2.6903)
C (0.6846, 4.8652, 1.6639)
H (-7.8727, 6.3681, 6.5173)
H (-7.7800, 4.9431, 5.6639)
H (-8.3850, 6.3411, 4.7727)
H (-5.3661, 6.0696, 5.8138)
H (-6.0842, 7.4698, 5.0697)
H (-6.4647, 5.7811, 2.9341)
H (-5.5555, 4.6364, 3.9356)
H (-3.5868, 6.2153, 3.8140)
H (-4.6844, 7.4551, 3.0827)
H (-4.6308, 6.0363, -0.7136)
H (-4.6233, 7.5291, 0.1819)
H (-7.0336, 6.6327, 1.1197)
H (-6.8326, 5.3225, -0.1003)
H (-6.8727, 8.3736, -0.7244)
H (-8.2085, 7.3293, -0.7236)
H (-7.0061, 7.7104, -2.9773)
H (-7.6798, 6.1215, -2.5958)
H (-5.9038, 6.4986, -2.3051)
H (-4.0669, 3.5800, 0.5214)
H (-5.4512, 3.8542, 1.5160)
H (-3.5825, 3.4491, 3.6278)
H (-2.4953, 3.0046, 2.2936)
H (-4.2115, 1.0853, 1.6939)
H (-5.2217, 1.7853, 2.9847)
H (-2.5408, 0.5533, 3.4903)
H (-4.1273, -0.2463, 3.7423)
H (-3.6893, 1.1671, 4.7903)
H (-2.0501, 6.9584, 1.0363)
H (-1.8086, 5.1613, 0.7454)
H (-1.9544, 5.0053, 3.2061)
H (-1.7094, 6.7114, 3.4179)
H (0.3338, 5.3723, 3.6594)
H (0.4664, 6.7684, 2.6211)
H (0.5090, 5.2648, 0.6635)
H (0.2757, 3.8525, 1.7282)
H (1.7423, 4.7892, 1.8299)
C (3.9126, -2.0420, 1.3494)
C (4.0647, -2.4333, 2.8244)
C (2.7453, -2.3852, 3.6463)
C (1.6602, -3.1287, 2.8993)
P (0.0625, -3.4376, 3.6163)
C (-0.1622, -2.2395, 4.9701)
C (-1.4423, -2.4585, 5.8871)
C (-1.1334, -1.8284, 7.2446)
C (-1.0643, -0.2380, 6.9971)
C (-1.0962, -3.1717, 2.2505)
C (-2.5536, -3.1730, 2.7232)
C (-3.5132, -3.5092, 1.4976)
C (-3.4955, -2.4700, 0.3732)
C (0.0221, -5.1922, 4.0872)
C (0.5762, -5.4456, 5.4624)
C (0.5584, -6.9114, 5.8743)
C (-0.7566, -7.4738, 6.0101)
H (4.8264, -2.2670, 0.7779)
H (3.5400, -1.0081, 1.3031)
H (3.0774, -2.6233, 0.8517)
H (4.7827, -1.7479, 3.3232)
H (4.4718, -3.4570, 2.8663)
H (2.3819, -1.3423, 3.7620)
H (2.8724, -2.8305, 4.6570)
H (2.0130, -4.1311, 2.5790)
H (1.4060, -2.5443, 2.0182)
H (-0.1961, -1.2847, 4.4104)
H (0.7436, -2.1826, 5.5260)
H (-1.6479, -3.5332, 5.9942)
H (-2.2630, -1.8735, 5.4883)
H (-0.1660, -2.2798, 7.5691)
H (-1.8479, -2.0828, 8.0374)
H (-0.0976, -0.0091, 6.4879)
H (-1.1129, 0.3175, 7.9431)
H (-1.9181, 0.0251, 6.3277)
H (-0.9426, -4.0628, 1.5711)
H (-0.6838, -2.2676, 1.8013)
H (-2.8197, -2.2126, 3.1783)
H (-2.6748, -3.9250, 3.5043)
H (-4.5238, -3.5705, 1.9402)
H (-3.2202, -4.5162, 1.1351)
H (-4.1993, -2.8346, -0.4069)
H (-2.5135, -2.2366, -0.0842)
H (-3.9333, -1.4839, 0.6774)
H (0.7263, -5.6320, 3.4202)
H (-0.9903, -5.6355, 3.9808)
H (-0.0591, -4.9574, 6.1904)
H (1.5496, -4.9760, 5.6292)
H (1.0997, -7.0265, 6.8302)
H (1.1778, -7.4737, 5.1699)
H (-0.8513, -8.3258, 6.6666)
H (-1.1746, -7.8526, 5.0408)
H (-1.4779, -6.7490, 6.4167)
C (0.2249, 0.4112, 0.6806)
C (0.5847, 0.2076, 2.1159)
O (-0.3072, -0.2206, 2.8922)
O (1.7754, 0.4222, 2.4391)
H (1.1332, 0.1470, 0.1323)
H (0.1773, 1.4843, 0.5046)
H (-0.6471, -0.1390, 0.3301)
C (-1.8341, 4.3639, -2.0539)
C (-2.1927, 3.1562, -1.2324)
O (-2.9435, 2.2419, -1.7001)
O (-1.7899, 3.1224, -0.0452)
H (-1.1150, 4.0444, -2.8331)
H (-1.2610, 5.1251, -1.5106)
H (-2.6070, 4.8719, -2.6112)

Values from the calculation:
Frontier orbital gap = 8.12 eV
Net charge = +4
Spin multiplicity = 1
ΔE to the lowest compared entry with this formula, charge and spin = 0.0 kcal per mole

[2]
This record from the OMol25 dataset describes a structure of composition C2H8N4O2Rb at a distorted geometry. The level of theory is ωB97M-V with the def2-TZVPD basis set.

Atoms and positions in Å:
Rb (0.0035, 0.1557, 0.8843)
C (-0.3342, -2.3932, 0.0724)
O (-0.9051, -1.3683, 0.4274)
N (0.9271, -2.6836, 0.1725)
N (-0.8369, -3.5317, -0.4367)
H (1.3397, -3.4987, -0.2582)
H (1.4005, -1.8167, 0.3837)
H (-0.2450, -4.3104, -0.6882)
H (-1.8217, -3.6757, -0.6083)
C (0.1560, 2.6155, 0.5081)
O (0.2611, 1.9678, 1.5516)
N (0.7866, 3.6046, 0.0853)
N (-0.7134, 2.4027, -0.4365)
H (0.6559, 4.1225, -0.7719)
H (1.3142, 4.0209, 0.8393)
H (-1.2824, 1.5711, -0.3673)
H (-0.7059, 2.8177, -1.3573)

Values from the calculation:
Frontier orbital gap = 8.57 eV
Net charge = +1
Spin multiplicity = 1
ΔE to the lowest compared entry with this formula, charge and spin = 256.1 kcal per mole

[3]
This record from the OMol25 dataset describes a structure of composition C20H29N6O2SSiTi. The level of theory is ωB97M-V with the def2-TZVPD basis set.

Atoms and positions in Å:
Ti (0.5144, -0.8545, -0.6076)
C (-3.1221, -2.7478, 0.7796)
C (-1.7859, -2.0865, 0.6736)
N (-1.2752, -1.7299, -0.5482)
N (-2.0476, -2.1301, -1.6322)
C (-1.5842, -1.7804, -2.7723)
N (-2.3301, -2.1121, -3.9038)
S (-0.1278, -0.8536, -3.0582)
C (-0.9262, -1.8694, 1.7203)
C (-1.1799, -2.1020, 3.1113)
C (-0.2109, -1.9046, 4.0306)
C (1.0861, -1.4553, 3.6044)
C (1.2797, -1.1894, 2.2942)
N (0.3171, -1.3411, 1.3374)
H (-3.8792, -2.1881, 0.2284)
H (-3.4346, -2.8328, 1.8190)
H (-3.0943, -3.7485, 0.3413)
H (-2.9673, -2.8749, -3.7280)
H (-1.7656, -2.2436, -4.7274)
H (-2.1612, -2.4392, 3.4166)
H (-0.4090, -2.0762, 5.0815)
H (1.8885, -1.2953, 4.3112)
H (2.2342, -0.8053, 1.9448)
N (2.5774, 0.1046, -1.0125)
C (3.8048, -0.7012, -1.0854)
C (3.6243, -1.8488, -2.0637)
C (2.6660, -2.9266, -1.5606)
O (2.9403, -4.0982, -1.7562)
O (1.6077, -2.5049, -0.9475)
H (2.3853, 0.5380, -1.9144)
H (2.6442, 0.8762, -0.3576)
H (4.0051, -1.0958, -0.0873)
H (4.6626, -0.0879, -1.3757)
H (4.5810, -2.3209, -2.2805)
H (3.2222, -1.4639, -3.0083)
C (-0.7347, 3.9848, -0.6259)
Si (-0.5310, 2.3031, -1.4545)
C (0.6910, 2.5878, -2.8608)
C (-2.2273, 1.9051, -2.1462)
N (0.0743, 1.1654, -0.3013)
C (-0.1254, 1.5443, 1.0441)
C (0.8831, 2.1885, 1.7700)
C (0.7052, 2.5534, 3.0977)
C (-0.4915, 2.2845, 3.7449)
C (-1.5076, 1.6497, 3.0383)
C (-1.3329, 1.2938, 1.7117)
H (-1.0649, 4.7189, -1.3684)
H (0.1998, 4.3426, -0.1849)
H (-1.4804, 3.9494, 0.1724)
H (0.3355, 3.3979, -3.5061)
H (0.8237, 1.7045, -3.4881)
H (1.6630, 2.8931, -2.4580)
H (-2.5945, 2.7406, -2.7524)
H (-2.9300, 1.7585, -1.3201)
H (-2.2296, 1.0035, -2.7579)
H (1.8176, 2.4149, 1.2653)
H (1.5105, 3.0479, 3.6296)
H (-0.6294, 2.5560, 4.7842)
H (-2.4454, 1.4197, 3.5311)
H (-2.1190, 0.7825, 1.1682)

Values from the calculation:
Frontier orbital gap (spin up / spin down) = 5.23 / 5.22 eV
Net charge = -1
Spin multiplicity = 1
ΔE to the lowest compared entry with this formula, charge and spin = 0.0 kcal per mole

[4]
This record from the OMol25 dataset describes an isolated molecule of C25H31N3O6S. The level of theory is ωB97M-V with the def2-TZVPD basis set.

Atoms and positions in Å:
C (0.6463, 2.0106, 4.5429)
C (1.5304, 1.2440, 3.5667)
C (1.0566, 1.4315, 2.1239)
S (2.3440, 0.7977, 0.9932)
C (1.5334, 1.1179, -0.5388)
N (0.5542, 1.9430, -0.5065)
C (-0.0877, 2.2289, -1.6774)
C (-1.1914, 3.0877, -1.6511)
C (-1.8422, 3.4160, -2.8200)
O (-2.9184, 4.2284, -2.9078)
C (-3.4388, 4.7788, -1.7201)
C (-1.3841, 2.8851, -4.0639)
O (-2.0877, 3.2859, -5.1530)
C (-1.6900, 2.8017, -6.4131)
C (-0.3066, 2.0312, -4.0829)
C (0.3502, 1.6892, -2.8932)
C (1.4536, 0.7483, -2.9099)
O (1.8930, 0.1894, -3.8970)
N (2.0023, 0.4813, -1.6443)
C (2.9836, -0.5888, -1.5325)
C (2.3367, -1.8181, -0.9486)
C (1.2298, -2.3785, -1.5819)
C (0.5914, -3.4737, -1.0444)
C (1.0461, -4.0466, 0.1462)
O (0.3402, -5.1194, 0.5936)
C (0.7867, -5.7916, 1.7468)
C (2.1545, -3.4953, 0.7787)
C (2.7866, -2.3894, 0.2306)
C (-0.2712, 0.7112, 1.8960)
O (-1.3317, 1.2753, 2.0608)
N (-0.1547, -0.5953, 1.5943)
C (-1.2759, -1.4753, 1.3662)
C (-1.3561, -2.6002, 2.4173)
O (-2.2348, -2.3504, 3.4808)
C (-1.8723, -1.2655, 4.3044)
H (-0.3949, 1.7229, 4.4251)
H (0.7252, 3.0801, 4.3644)
H (0.9519, 1.8068, 5.5660)
H (1.5244, 0.1785, 3.8107)
H (2.5609, 1.5978, 3.6478)
H (0.9168, 2.4899, 1.8974)
H (-1.5039, 3.4612, -0.6909)
H (-3.7615, 3.9985, -1.0244)
H (-2.7074, 5.4251, -1.2252)
H (-4.2989, 5.3723, -2.0254)
H (-0.6659, 3.1037, -6.6543)
H (-1.7673, 1.7111, -6.4670)
H (-2.3775, 3.2489, -7.1289)
H (0.0675, 1.5961, -4.9955)
H (3.3299, -0.7836, -2.5525)
H (3.8211, -0.2523, -0.9165)
H (0.8747, -1.9529, -2.5085)
H (-0.2624, -3.9169, -1.5319)
H (0.1039, -6.6286, 1.8817)
H (0.7437, -5.1483, 2.6315)
H (1.8051, -6.1720, 1.6204)
H (2.5387, -3.9156, 1.6949)
H (3.6440, -1.9684, 0.7348)
H (0.7674, -0.9883, 1.4600)
H (-2.1843, -0.8700, 1.4046)
H (-1.1798, -1.9182, 0.3708)
H (-0.3398, -2.7944, 2.8009)
H (-1.7356, -3.5111, 1.9503)
H (-0.8461, -1.3793, 4.6769)
H (-2.5638, -1.2793, 5.1445)
H (-1.9619, -0.3085, 3.7825)

Values from the calculation:
Frontier orbital gap = 8.34 eV
SMILES string = CC[C@@H](Sc1nc2cc(OC)c(OC)cc2c(=O)n1Cc1ccc(OC)cc1)C(=O)NCCOC
Spin multiplicity = 1
ΔE to the lowest compared entry with this formula, charge and spin = 8.3 kcal per mole